# 1
106
Properties=species:S:1:pos:R:3:forces:R:3:mulliken_charge:R:1 method="wB97M-V/def2-TZVPD" homo_ev=-8.482 total_energy_ha=-2322.31856 total_charge=0 e_lumo_ev=0.020
C 5.4265 -1.6820 -1.8966 1.0 0.7 0.0 -1.114
C 5.7352 -0.3054 -1.2288 0.5 -0.9 -0.1 -0.138
C 5.4866 -0.2761 0.2874 -0.5 0.9 -0.2 -1.078
C 3.9957 -0.1150 0.6877 0.3 -0.3 0.9 -0.494
C 3.6033 1.3247 1.0905 -0.8 -0.4 -1.0 -0.861
C 3.8084 2.3631 -0.0317 0.2 0.2 0.9 -0.115
C 3.6383 3.8250 0.4941 0.9 0.0 -0.9 -1.034
C 2.6351 4.6628 -0.3353 -0.1 -0.3 1.3 -0.839
C 1.2130 4.6779 0.2731 -0.1 0.3 -0.7 -0.709
C 0.1749 5.0810 -0.8073 0.3 0.6 0.9 -0.779
C -1.2841 4.9277 -0.3399 0.2 -0.1 -0.4 -0.953
C -1.8451 3.4706 -0.3478 0.2 0.4 0.0 -0.394
C -0.9328 2.4243 -1.0125 -0.1 -0.2 0.0 0.121
C -1.4061 0.9507 -0.8357 -0.4 1.1 -0.1 -0.728
C -2.9384 0.7746 -0.7333 0.0 -1.0 -0.3 -0.681
C -3.2120 -0.7104 -0.5388 -0.1 0.7 -0.5 -0.148
C -3.5339 -1.2659 0.6426 -0.2 -0.8 0.6 -0.482
C -3.7438 -2.6923 0.7452 -0.1 0.6 1.1 -0.760
C -3.6283 -3.5385 -0.2871 0.2 -1.0 -1.1 -0.578
C -3.2846 -3.0076 -1.5669 0.2 0.7 0.3 0.157
N -3.0800 -3.6416 -2.7307 -0.2 0.6 0.2 -0.650
S -2.7375 -2.4787 -3.7848 0.2 0.1 -0.8 0.098
N -2.7833 -1.1331 -2.8921 -0.2 -1.5 0.1 -0.492
C -3.0918 -1.5897 -1.6649 0.0 0.7 0.2 0.954
H 4.8537 -2.3595 -1.2566 0.1 0.4 -0.4 0.351
H 6.3783 -2.1711 -2.1550 -0.2 0.0 0.2 0.276
H 4.9294 -1.5063 -2.8581 -0.1 -0.3 0.5 0.208
H 5.1751 0.4670 -1.7703 0.0 0.0 0.4 0.182
H 6.8058 -0.1028 -1.3906 -0.3 0.2 0.0 0.393
H 5.9092 -1.1502 0.7997 0.0 0.1 -0.4 0.434
H 6.0132 0.6113 0.6814 0.0 -0.3 0.1 0.411
H 3.8439 -0.7314 1.5899 -0.1 0.1 -0.2 0.337
H 3.3019 -0.5338 -0.0570 0.3 0.2 0.0 0.268
H 4.1300 1.6347 2.0042 0.0 -0.1 -0.3 0.398
H 2.5213 1.2968 1.3056 0.3 0.1 0.3 0.200
H 4.8330 2.2231 -0.4048 -0.3 0.2 -0.1 0.253
H 3.1280 2.1994 -0.8792 0.1 -0.2 0.3 0.319
H 4.6279 4.2950 0.3669 -0.3 0.0 0.2 0.398
H 3.4474 3.8528 1.5763 -0.3 0.0 -0.3 0.458
H 2.6040 4.2313 -1.3440 0.1 0.4 0.1 0.348
H 2.9998 5.6991 -0.3356 -0.2 -0.2 -0.5 0.410
H 1.1760 5.4497 1.0576 0.0 -0.3 0.0 0.425
H 0.9503 3.7195 0.7423 0.2 0.1 -0.1 0.441
H 0.3417 6.1596 -0.9707 0.0 -0.3 -0.2 0.489
H 0.4078 4.5754 -1.7521 -0.3 0.0 0.2 0.377
H -1.9010 5.5778 -0.9780 0.0 -0.3 0.1 0.351
H -1.3607 5.3598 0.6697 0.0 -0.2 -0.2 0.309
H -2.7743 3.4883 -0.9352 0.1 -0.1 0.4 0.309
H -2.1009 3.1927 0.6844 0.1 -0.1 -0.3 0.251
H -0.8732 2.6843 -2.0816 0.0 -0.2 0.2 0.265
H 0.0994 2.4576 -0.6361 -0.3 0.2 -0.1 -0.292
H -1.0783 0.3994 -1.7247 0.1 -0.2 0.5 0.301
H -0.9518 0.5571 0.0829 -0.1 -0.1 -0.3 0.332
H -3.4071 1.3378 0.0788 0.3 -0.1 -0.1 0.598
H -3.4233 1.0522 -1.6817 0.2 0.2 0.2 0.286
H -3.6212 -0.6574 1.5414 0.0 -0.1 -0.1 0.833
H -3.9863 -3.1045 1.7249 0.0 0.2 -0.2 0.405
H -3.7583 -4.6169 -0.2123 0.0 0.3 0.2 0.415
C 0.8497 -3.0167 -3.1455 0.0 0.1 0.1 -1.174
C 2.3436 -3.2297 -3.1767 0.1 0.0 0.2 0.441
O 3.0792 -2.7931 -2.3012 -0.9 -0.4 -0.2 -0.577
N 2.8575 -3.9295 -4.2191 -0.4 0.1 0.2 -0.104
C 2.1554 -4.5245 -5.3496 0.4 0.2 0.5 -0.703
H 0.5957 -2.4437 -2.2569 0.1 0.0 0.0 0.289
H 0.5257 -2.4560 -4.0233 -0.1 -0.1 0.0 0.376
H 0.3284 -3.9742 -3.1009 -0.1 0.0 -0.1 0.432
H 3.8590 -4.0325 -4.1737 0.0 0.0 0.0 0.236
H 2.3477 -5.5965 -5.3578 -0.1 0.0 -0.2 0.213
H 2.5402 -4.0959 -6.2651 -0.2 -0.1 -0.1 0.215
H 1.0849 -4.3513 -5.2921 0.0 0.0 0.1 0.313
C 4.5848 -6.9238 -8.9520 0.0 0.0 0.0 -1.389
C 4.1702 -5.5880 -8.3863 -0.2 0.1 0.1 0.843
O 3.0936 -5.4250 -7.8309 0.2 -0.2 -0.5 -0.611
N 5.0401 -4.5511 -8.5119 0.0 -0.3 -0.1 -0.158
C 6.3523 -4.5467 -9.1318 -0.2 0.4 0.2 -0.861
H 3.7901 -7.6426 -8.7741 0.0 0.1 0.0 0.296
H 4.7495 -6.8470 -10.0275 0.1 0.0 0.0 0.385
H 5.4919 -7.2803 -8.4619 0.1 0.0 -0.1 0.370
H 4.6990 -3.6904 -8.1131 0.0 0.0 0.0 0.217
H 7.0953 -4.2481 -8.3906 0.1 -0.1 -0.1 0.288
H 6.3593 -3.8192 -9.9452 0.2 -0.1 -0.1 0.291
H 6.6125 -5.5237 -9.5247 -0.1 0.0 0.0 0.332
C -4.1747 0.5890 5.9224 0.1 -0.1 -0.4 -1.208
C -4.4301 0.5181 4.4398 0.2 -0.1 -0.1 0.792
O -3.5240 0.5131 3.6170 -0.1 0.0 0.0 -0.638
N -5.7255 0.4590 4.0260 0.1 0.0 0.2 -0.104
C -6.9261 0.4545 4.8391 0.0 0.0 -0.5 -0.864
H -3.1037 0.6310 6.0967 0.0 0.0 -0.1 0.321
H -4.6263 1.4813 6.3439 -0.1 -0.1 0.1 0.230
H -4.5717 -0.2969 6.4183 -0.1 0.1 0.1 0.358
H -5.8266 0.4139 3.0239 0.0 0.0 0.0 0.215
H -7.4885 -0.4598 4.6400 -0.1 0.0 0.2 0.285
H -7.5454 1.3112 4.5655 -0.1 0.0 0.2 0.290
H -6.6912 0.5065 5.8974 0.1 0.0 0.0 0.316
C -5.1476 3.9056 8.8206 0.0 0.0 -0.1 -1.287
C -5.0972 2.4625 9.2603 0.1 -0.2 0.0 0.765
O -4.5650 1.5965 8.5813 -0.1 0.2 0.2 -0.617
N -5.6683 2.1445 10.4510 0.0 0.2 -0.2 -0.175
C -6.3413 3.0224 11.3903 0.1 -0.5 0.1 -0.835
H -4.6528 3.9980 7.8577 0.0 -0.1 0.0 0.283
H -6.1819 4.2351 8.7128 0.0 0.1 0.1 0.365
H -4.6286 4.5409 9.5393 -0.1 0.1 0.0 0.377
H -5.5969 1.1654 10.6801 0.0 0.0 0.0 0.240
H -5.8246 2.9796 12.3505 -0.1 0.2 0.1 0.286
H -7.3666 2.6756 11.5303 0.0 0.2 0.1 0.284
H -6.3567 4.0486 11.0388 0.0 0.0 0.0 0.320

---

# 2
107
Properties=species:S:1:pos:R:3:forces:R:3:mulliken_charge:R:1 method="wB97M-V/def2-TZVPD" homo_ev=-4.593 total_energy_ha=-2534.36095 total_charge=0 e_lumo_ev=-0.652
Pd 0.2658 0.7061 -0.7564 -0.3 0.5 0.0 -0.800
C -0.1630 3.3969 1.3377 0.0 0.0 0.0 -2.180
C -1.1823 3.9796 0.3483 0.0 0.0 0.0 2.161
C -0.4055 4.7611 -0.7196 0.0 0.1 0.0 -1.614
C -2.0838 4.9461 1.1125 0.0 0.0 0.0 -1.917
P -2.0153 2.5249 -0.5164 0.1 -0.2 0.0 1.299
C -2.6587 1.5129 0.9072 0.0 0.0 0.1 -2.025
N -1.7639 0.5370 1.4878 0.0 0.0 0.0 0.154
B -0.5831 -0.1438 0.9081 0.0 0.2 0.1 0.102
N -0.1881 -1.0230 2.0317 -0.1 -0.1 -0.1 0.296
C 0.8420 -2.0184 2.2029 0.0 -0.1 0.1 -2.779
P 2.0090 -2.3191 0.8029 -0.1 0.1 -0.1 1.423
C 3.4226 -1.1107 1.1721 0.1 0.0 0.0 1.880
C 4.4527 -1.5115 2.2285 0.0 0.0 0.0 -1.938
C 4.1296 -0.8703 -0.1695 0.0 0.0 0.0 -1.598
C 2.8213 0.2204 1.6362 0.0 0.1 0.0 -1.580
C 2.5129 -4.0928 1.2939 0.1 -0.1 0.1 1.680
C 1.3379 -4.9809 0.8376 -0.1 0.0 0.0 -1.869
C 3.7344 -4.5074 0.4644 0.0 0.0 0.0 -1.710
C 2.7698 -4.4327 2.7689 -0.1 0.0 -0.1 -1.762
C -1.0568 -0.8755 3.1051 0.0 0.1 0.0 0.107
C -1.0771 -1.4969 4.3417 0.0 0.0 0.0 -0.508
C -2.0860 -1.1527 5.2475 0.0 0.0 0.0 -0.834
C -3.0492 -0.2166 4.9127 0.0 0.0 0.0 -0.879
C -3.0368 0.4108 3.6628 0.0 0.0 0.0 -0.819
C -2.0324 0.0841 2.7668 0.0 0.0 0.0 0.624
C -3.7100 3.1084 -1.1552 -0.1 0.0 0.0 2.094
C -4.7720 3.5726 -0.1515 -0.1 0.0 0.0 -1.819
C -3.4593 4.2175 -2.1813 0.0 0.0 0.0 -2.157
C -4.2969 1.8843 -1.8856 0.0 0.0 0.0 -1.803
H 0.3851 4.2268 1.7977 0.0 0.0 0.0 0.630
H 0.5540 2.7369 0.8439 0.0 0.0 0.0 0.471
H -0.6395 2.8189 2.1301 0.0 0.0 0.0 0.211
H 0.2899 5.4525 -0.2319 0.0 0.0 0.0 0.508
H -1.0651 5.3516 -1.3595 0.0 0.0 0.0 0.276
H 0.1809 4.0895 -1.3495 0.0 0.0 0.0 0.102
H -1.4582 5.6707 1.6454 0.0 0.0 0.0 0.489
H -2.7028 4.4413 1.8580 0.0 0.0 0.0 0.270
H -2.7334 5.5139 0.4451 0.0 0.0 0.0 0.355
H -3.5631 1.0168 0.5378 0.0 0.0 0.0 0.764
H -2.9940 2.2004 1.6922 0.0 0.0 0.0 0.201
H 0.3651 -2.9889 2.3859 0.0 0.0 0.0 1.201
H 1.4236 -1.8063 3.1120 0.0 0.0 0.0 0.614
H 5.0260 -2.3967 1.9655 0.0 -0.1 0.0 0.378
H 3.9878 -1.6749 3.2014 0.0 0.0 0.0 0.317
H 5.1656 -0.6884 2.3450 0.0 0.0 0.0 0.483
H 4.5750 -1.7889 -0.5667 0.0 0.0 0.0 0.261
H 4.9336 -0.1379 -0.0438 0.0 0.0 0.0 0.536
H 3.4169 -0.4811 -0.9002 0.0 0.0 0.0 -0.025
H 2.3642 0.1352 2.6252 0.0 0.0 0.0 0.293
H 2.0547 0.5841 0.9461 0.0 0.0 0.0 -0.184
H 3.6263 0.9617 1.6975 0.0 0.0 0.0 0.628
H 0.8976 -4.6394 -0.1049 0.0 -0.1 0.3 0.121
H 0.5389 -5.0066 1.5789 0.0 0.0 0.0 0.457
H 1.6864 -6.0096 0.7007 0.0 0.0 0.0 0.564
H 3.5559 -4.3749 -0.6083 0.0 0.0 0.0 0.073
H 3.9553 -5.5661 0.6349 0.0 0.0 0.0 0.542
H 4.6265 -3.9392 0.7179 0.0 0.0 0.0 0.285
H 1.9621 -4.0824 3.4133 0.0 0.0 0.0 0.242
H 3.7015 -4.0273 3.1443 0.2 0.2 0.0 0.315
H 2.8204 -5.5220 2.8814 0.0 0.0 0.0 0.532
H -0.3316 -2.2336 4.6135 0.0 0.0 0.0 0.466
H -2.1121 -1.6281 6.2202 0.0 0.0 0.0 0.376
H -3.8269 0.0321 5.6242 0.0 0.0 0.0 0.372
H -3.8059 1.1284 3.4074 0.0 0.0 0.0 0.475
H -4.5345 4.5303 0.3030 0.0 0.0 0.0 0.305
H -4.9272 2.8461 0.6476 0.0 0.0 0.0 0.242
H -5.7322 3.6879 -0.6687 0.0 0.0 0.0 0.551
H -3.2435 5.1714 -1.6956 0.0 0.0 0.0 0.334
H -4.3471 4.3587 -2.8075 0.0 0.0 0.0 0.556
H -2.6148 3.9782 -2.8365 0.0 0.0 0.0 0.283
H -4.7950 1.2047 -1.1934 0.0 0.0 0.0 0.423
H -3.5332 1.3089 -2.4102 0.0 0.0 0.1 0.009
H -5.0459 2.2119 -2.6144 0.0 0.0 0.0 0.582
N 1.4332 1.8280 -2.4009 0.5 0.1 -0.1 -0.850
C 0.5926 1.8373 -3.2005 -0.3 -0.2 0.2 0.286
N -0.3807 1.8653 -4.1036 0.0 0.0 0.0 0.536
C -0.0612 2.3471 -5.4490 0.0 0.0 0.0 -0.499
C -1.3643 2.6607 -6.1596 0.0 0.0 0.0 -0.602
O -2.2192 1.5336 -6.1687 0.0 0.0 0.0 -0.471
C -2.5662 1.1609 -4.8411 0.0 0.0 0.0 -0.987
C -1.3376 0.7492 -4.0572 0.0 0.1 -0.1 0.326
H 0.4931 1.5831 -6.0084 0.0 0.0 0.0 0.292
H 0.5569 3.2403 -5.3642 0.0 0.0 0.0 0.436
H -1.1754 2.9267 -7.1985 0.0 0.0 0.0 0.365
H -1.8599 3.5029 -5.6602 0.0 0.0 0.0 0.295
H -3.2668 0.3305 -4.9165 0.0 0.0 0.0 0.392
H -3.0635 1.9989 -4.3392 0.0 0.0 -0.1 0.514
H -0.8900 -0.1469 -4.5088 0.0 0.0 0.0 -0.055
H -1.5536 0.5444 -3.0057 0.0 0.0 0.0 -0.133
N 2.0114 -3.8052 -3.7311 -0.1 0.1 0.0 -0.119
C 1.1014 -3.9024 -2.5181 0.2 0.0 -0.1 0.035
C 0.2346 -2.6618 -2.5137 0.0 0.0 0.0 -0.384
N 1.0803 -1.5248 -2.5333 -0.1 0.0 -0.1 3.410
C 1.9137 -1.3618 -3.6635 0.0 0.0 0.0 -0.529
C 2.8610 -2.5515 -3.7337 0.0 -0.1 0.0 -0.685
H 1.4210 -3.7844 -4.5658 0.0 0.0 0.0 0.393
H 2.5998 -4.6311 -3.8001 0.0 0.0 0.0 0.367
H 1.7483 -3.8919 -1.6404 0.0 0.0 -0.2 -0.507
H 0.5616 -4.8457 -2.6039 0.0 0.0 0.0 0.391
H -0.3635 -2.6302 -1.5989 0.0 0.0 0.0 0.155
H -0.4693 -2.7144 -3.3736 0.0 0.0 0.0 0.177
H 0.7626 -0.7192 -1.9216 0.2 -0.3 -0.1 -1.860
H 2.4988 -0.4453 -3.5685 0.0 0.0 0.0 0.428
H 1.3659 -1.3016 -4.6333 0.0 0.0 0.0 0.120
H 3.4787 -2.6009 -2.8385 0.0 0.0 0.0 0.154
H 3.4746 -2.5870 -4.6346 0.0 0.0 0.0 0.498